No. 1
57
Properties=species:S:1:pos:R:3:lowdin_charge:R:1 method="wB97M-V/def2-TZVPD" homo_lumo_gap_ha=0.2412 charge=0 max_force_ev_per_a=1.94 e_above_lowest_kj_mol=102.6 total_energy_ev=-56600.5214 homo_energy_ev=-7.386
Ir 0.4877 0.2372 -0.5616 1.36
S 3.1496 -0.5997 0.4912 0.74
O -0.2229 2.0420 0.0346 -0.21
O -1.2818 0.6271 -2.0116 -0.21
O 4.0060 -0.9888 1.6026 -0.52
O 1.0232 -1.6984 -0.9918 -0.26
N 1.8944 1.2571 -1.6522 -0.08
N 1.9255 0.1953 0.8214 -0.47
N -1.3681 -1.8202 0.8184 0.13
N 3.1794 2.8372 -2.3928 0.12
N -1.2893 -0.8106 0.0676 -0.06
C 0.6942 5.2524 1.3604 -0.08
C -0.4169 -3.7786 1.7525 -0.10
C 2.2356 2.5240 -1.4735 -0.25
C -4.6025 1.5668 -0.7272 -0.07
C -1.4231 -3.8297 2.7354 -0.03
C -3.5827 -0.0914 0.6871 0.00
C 0.7465 -2.6356 -0.1326 -0.34
C 0.4309 -5.8986 2.6129 -0.04
C 1.8943 5.5332 0.7077 -0.10
C 3.4599 1.7212 -3.1489 -0.07
C 0.0154 4.0825 1.1186 0.00
C -1.4861 -4.8794 3.6183 -0.08
C 2.6579 0.7384 -2.6757 -0.12
C 0.4969 3.1205 0.2063 -0.34
C 1.6310 -3.7641 -0.1740 -0.01
C -2.4623 -0.0637 -0.1200 -0.19
C -0.5560 -5.9265 3.5642 -0.09
C -4.6560 0.7347 0.3765 -0.08
C 2.3771 4.6209 -0.2005 -0.05
C 0.5155 -4.8319 1.6997 -0.17
C -1.2039 1.4166 -3.1959 -0.04
C 1.5319 -4.7899 0.7006 0.00
C -0.3128 -2.6802 0.8185 -0.14
C 1.6975 3.4269 -0.4789 -0.09
C -3.4887 1.5828 -1.5626 -0.01
C -2.4336 0.7521 -1.2585 -0.23
H -0.3295 1.0772 -3.7375 0.09
H -0.6185 -6.7462 4.2672 0.10
H 1.1593 -6.6977 2.5478 0.11
H -2.0952 1.2594 -3.8022 0.10
H -2.2636 -4.8928 4.3715 0.10
H 0.2977 5.9570 2.0810 0.10
H 2.5584 -0.2922 -2.9678 0.11
H -0.9079 3.8519 1.6322 0.12
H 2.4102 -3.7265 -0.9228 0.12
H -5.4350 2.2200 -0.9507 0.11
H 3.6003 3.7435 -2.4929 0.15
H -5.5329 0.7323 1.0085 0.10
H 2.2484 -5.6026 0.6627 0.12
H -3.4594 2.2356 -2.4230 0.11
H -3.5991 -0.7435 1.5485 0.11
H -1.1003 2.4741 -2.9423 0.11
H -2.1439 -3.0276 2.7964 0.10
H 4.1872 1.7300 -3.9391 0.11
H 3.3200 4.8256 -0.6952 0.10
H 2.4403 6.4411 0.9215 0.10

No. 2
15
Properties=species:S:1:pos:R:3:lowdin_charge:R:1 method="wB97M-V/def2-TZVPD" homo_lumo_gap_ha=0.3163 charge=0 max_force_ev_per_a=4.41 e_above_lowest_kj_mol=426.6 total_energy_ev=-7827.8981 homo_energy_ev=-8.213
O -0.7726 0.7017 0.1106 -0.03
N -2.2692 -0.9854 0.2526 0.11
C -0.9210 -0.5314 0.1391 -0.57
C 0.0886 -1.5091 0.0570 -0.06
C 1.3963 -1.0517 0.3877 -0.14
C 1.9529 0.1739 -0.1226 -0.02
H -0.8756 4.3942 -0.8476 0.01
H -0.8997 3.8364 -0.3534 0.00
H 1.9687 -1.7377 1.0074 0.12
H 1.0918 0.2852 0.6867 0.14
H -2.4796 -1.7164 -0.4111 0.08
H -2.8612 -0.2044 0.0279 0.08
H 1.7394 0.5258 -1.1194 0.10
H 2.9827 0.3805 0.1352 0.08
H -0.1417 -2.5616 0.0499 0.10